The following is a DFT calculation (ωB97M-V/def2-TZVPD) of C29H43Br10N3O as an isolated structure in a non-equilibrium geometry.

Results
HOMO level in eV: -8.62
F_max in eV/A: 14.0
Charge: 0
Frontier orbital gap in eV: 8.50

Cartesian coordinates (Å):
Br (0.988, 6.829, -0.112)
C (0.014, 5.318, 0.696)
C (0.002, 3.962, -0.137)
Br (-0.968, 4.277, -1.829)
H (-0.872, 5.861, 1.026)
H (0.481, 5.008, 1.631)
H (-0.484, 3.132, 0.376)
H (0.929, 3.515, -0.499)
Br (-6.381, -1.421, -3.100)
C (-4.773, -0.239, -2.746)
C (-4.117, -0.777, -1.475)
Br (-2.386, 0.104, -1.120)
H (-5.060, 0.792, -2.540)
H (-4.064, -0.234, -3.574)
H (-3.834, -1.810, -1.672)
H (-4.732, -0.763, -0.574)
Br (0.127, -0.798, 3.679)
C (0.407, -2.233, 2.353)
C (1.721, -2.905, 2.586)
Br (1.727, -4.691, 1.759)
H (0.364, -1.894, 1.318)
H (-0.336, -3.025, 2.444)
H (1.769, -3.151, 3.647)
H (2.542, -2.323, 2.166)
Br (0.608, -0.502, -4.213)
C (-1.229, -0.896, -3.457)
C (-1.833, -1.976, -4.328)
Br (-3.587, -2.569, -3.556)
H (-1.795, 0.035, -3.503)
H (-1.175, -1.208, -2.413)
H (-1.118, -2.794, -4.240)
H (-1.935, -1.700, -5.378)
Br (4.417, 1.126, -4.255)
C (3.763, -0.581, -3.331)
C (2.949, -0.226, -2.195)
Br (2.480, -1.889, -1.197)
H (4.687, -1.093, -3.063)
H (3.245, -1.137, -4.112)
H (1.956, 0.181, -2.387)
H (3.436, 0.455, -1.497)
N (4.012, -1.488, 1.465)
C (5.108, -0.868, 1.819)
C (5.404, 0.516, 1.588)
C (4.270, 1.280, 1.329)
C (3.074, 0.680, 1.078)
C (2.993, -0.723, 1.110)
H (5.804, -1.557, 2.275)
H (6.264, 0.997, 2.030)
H (4.296, 2.350, 1.478)
H (2.204, 1.181, 0.680)
H (2.018, -1.179, 1.013)
N (-2.562, -2.336, -0.527)
C (-2.660, -1.601, 0.567)
C (-2.658, -2.156, 1.857)
C (-2.487, -3.554, 1.989)
C (-2.448, -4.398, 0.871)
C (-2.511, -3.690, -0.320)
H (-2.703, -0.524, 0.494)
H (-2.883, -1.509, 2.692)
H (-2.465, -4.004, 2.971)
H (-2.409, -5.472, 0.979)
H (-2.250, -4.299, -1.173)
N (-0.068, 4.307, 2.954)
C (0.924, 3.365, 2.962)
C (0.575, 2.041, 2.746)
C (-0.726, 1.674, 2.497)
C (-1.755, 2.597, 2.480)
C (-1.396, 3.926, 2.710)
H (1.928, 3.758, 2.915)
H (1.318, 1.263, 2.644)
H (-0.962, 0.623, 2.412)
H (-2.730, 2.138, 2.410)
H (-2.102, 4.736, 2.818)
C (-0.283, 0.331, 0.512)
C (-0.350, -0.760, -0.509)
C (0.219, -0.090, -1.713)
O (1.028, 1.006, -1.266)
C (0.315, 1.652, -0.170)
H (0.336, 0.036, 1.359)
H (-1.292, 0.548, 0.862)
H (-1.330, -1.173, -0.746)
H (0.345, -1.576, -0.313)
H (-0.506, 0.427, -2.341)
H (0.569, -0.877, -2.382)
H (-0.396, 2.330, -0.643)
H (0.998, 2.318, 0.358)


The following is a DFT calculation (ωB97M-V/def2-TZVPD) of a 2-piece molecular cluster, C4H6N2O overall in a non-equilibrium geometry.

Results
Energy relative to the best compared isomer or geometry (same formula, charge and spin) in eV: 3.3692
HOMO level in eV: -10.91
F_max in eV/A: 1.3
Charge: 0
Structure (SMILES): N#CCCOC#N.[H][H]
Frontier orbital gap in eV: 11.21

Cartesian coordinates (Å):
N (-0.231, -1.501, -1.949)
C (-0.708, -1.008, -1.019)
C (-1.347, -0.388, 0.145)
C (-0.902, 1.045, 0.422)
O (0.358, 1.109, 1.114)
C (1.503, 0.947, 0.536)
N (2.606, 0.844, 0.191)
H (-1.158, -1.001, 1.032)
H (-2.430, -0.385, -0.025)
H (-0.893, 1.660, -0.483)
H (-1.579, 1.489, 1.152)
H (2.657, -1.155, -0.487)
H (2.124, -1.654, -0.628)


The following is a DFT calculation (ωB97M-V/def2-TZVPD) of C4H28HgO11 as an isolated structure in a non-equilibrium geometry.

Results
Energy relative to the best compared isomer or geometry (same formula, charge and spin) in eV: 12.1064
HOMO level in eV: -9.74
F_max in eV/A: 13.4
Charge: 0
Frontier orbital gap in eV: 8.05

Cartesian coordinates (Å):
Hg (0.463, 2.054, -1.806)
C (-0.200, 0.121, 0.608)
C (-0.204, -0.411, -0.893)
O (0.518, 0.374, -1.778)
H (-0.370, 1.188, 0.750)
H (0.781, 0.047, 1.076)
H (-0.799, -0.487, 1.286)
H (-1.220, -0.422, -1.288)
H (-0.100, -1.496, -0.914)
C (0.669, 4.586, 0.396)
C (0.113, 3.196, 0.563)
O (-0.661, 2.720, -0.495)
H (1.390, 4.709, -0.412)
H (1.159, 4.826, 1.340)
H (-0.011, 5.429, 0.275)
H (-0.503, 3.311, 1.455)
H (0.855, 2.510, 0.972)
O (2.649, -0.485, -1.780)
H (1.787, -0.329, -1.394)
H (2.522, -0.336, -2.717)
O (0.404, 0.608, 3.412)
H (1.135, 0.506, 4.020)
H (0.317, -0.249, 2.994)
O (-0.912, -3.565, -0.106)
H (-0.462, -2.989, 0.512)
H (-0.733, -3.182, -0.965)
O (-2.791, -1.053, 1.626)
H (-2.750, -2.006, 1.547)
H (-1.900, -0.792, 1.858)
O (0.868, -1.064, -3.348)
H (0.141, -0.956, -3.961)
H (0.574, -0.630, -2.547)
O (0.075, -2.395, 1.242)
H (1.003, -2.575, 1.393)
H (-0.149, -1.728, 1.891)
O (-2.177, -1.942, -2.635)
H (-1.304, -1.794, -2.272)
H (-2.424, -2.811, -2.319)
O (1.716, -2.671, -1.420)
H (1.183, -1.878, -1.358)
H (2.299, -2.511, -2.162)
O (-1.359, 1.635, 2.448)
H (-0.656, 1.924, 1.866)
H (-0.938, 1.012, 3.041)


The following is a DFT calculation (ωB97M-V/def2-TZVPD) of C25H23Cl5N3SV as an isolated structure in a non-equilibrium geometry.

Results
Energy relative to the best compared isomer or geometry (same formula, charge and spin) in eV: 1.0476
Spin multiplicity: 2
HOMO level (alpha / beta) in eV: -10.27 / -9.63
F_max in eV/A: 1.4
Charge: +1
Frontier orbital gap (alpha / beta) in eV: 7.05 / 6.42

Cartesian coordinates (Å):
V (-0.465, 0.157, -0.739)
C (-0.850, 4.970, 1.410)
C (-0.436, 3.497, 1.465)
C (1.044, 3.338, 1.133)
C (-1.341, 2.673, 0.575)
C (-2.485, 2.079, 1.089)
C (-3.371, 1.375, 0.282)
C (-3.170, 1.256, -1.090)
C (-4.169, 0.575, -1.982)
C (-2.031, 1.865, -1.628)
C (-1.121, 2.555, -0.806)
H (-0.236, 5.561, 2.091)
H (-1.897, 5.112, 1.680)
H (-0.706, 5.367, 0.400)
H (-0.601, 3.139, 2.486)
H (1.284, 3.768, 0.157)
H (1.352, 2.293, 1.131)
H (1.648, 3.865, 1.872)
H (-2.676, 2.155, 2.154)
H (-4.250, 0.919, 0.725)
H (-3.684, -0.122, -2.669)
H (-4.698, 1.308, -2.595)
H (-4.914, 0.030, -1.402)
H (-1.891, 1.880, -2.700)
H (-0.283, 3.068, -1.260)
C (-3.380, -1.526, 3.168)
N (-3.399, -1.826, 1.732)
C (-4.482, -2.358, 1.042)
C (-4.113, -2.498, -0.233)
N (-2.785, -2.051, -0.332)
C (-2.358, -1.627, 0.913)
S (-0.876, -0.906, 1.355)
C (-1.959, -2.322, -1.469)
C (-2.395, -3.247, -2.408)
C (-1.548, -3.592, -3.443)
C (-0.267, -3.069, -3.477)
C (0.072, -2.155, -2.508)
N (-0.782, -1.704, -1.569)
H (-4.408, -1.514, 3.518)
H (-2.924, -0.549, 3.315)
H (-2.808, -2.277, 3.707)
H (-5.424, -2.559, 1.521)
H (-4.682, -2.830, -1.079)
H (-3.353, -3.729, -2.310)
H (-1.876, -4.304, -4.190)
H (0.461, -3.358, -4.221)
H (1.067, -1.736, -2.462)
Cl (2.355, -0.096, 1.870)
C (2.679, 0.247, 0.182)
C (1.613, 0.362, -0.706)
C (2.017, 0.706, -1.980)
Cl (0.652, 0.929, -3.115)
C (3.309, 0.908, -2.443)
Cl (3.620, 1.332, -4.076)
C (4.334, 0.768, -1.513)
Cl (5.961, 1.016, -1.993)
C (4.013, 0.445, -0.189)
Cl (5.289, 0.317, 0.957)


The following is a DFT calculation (ωB97M-V/def2-TZVPD) of C33H21F6IN4O13S2TeW as an isolated structure.

Results
Energy relative to the best compared isomer or geometry (same formula, charge and spin) in eV: 0.0000
Spin multiplicity: 3
HOMO level (alpha / beta) in eV: -7.73 / -7.81
F_max in eV/A: 0.6
Charge: 0
Frontier orbital gap (alpha / beta) in eV: 6.92 / 6.42

Cartesian coordinates (Å):
W (-0.439, 0.017, -0.257)
O (0.226, -5.042, -3.801)
C (0.046, -3.917, -3.093)
C (-1.200, -3.304, -2.951)
C (-1.272, -2.159, -2.195)
N (-0.197, -1.638, -1.616)
C (0.999, -2.211, -1.751)
C (1.173, -3.356, -2.485)
C (2.068, -1.445, -1.020)
O (3.239, -1.715, -1.091)
O (1.550, -0.430, -0.367)
C (-2.509, -1.345, -1.922)
O (-3.591, -1.656, -2.343)
O (-2.221, -0.282, -1.206)
H (-0.610, -5.349, -4.171)
H (-2.102, -3.695, -3.405)
H (2.152, -3.804, -2.579)
F (-0.575, 6.189, 0.221)
C (-0.965, 5.129, -0.476)
F (-1.746, 5.529, -1.479)
F (0.120, 4.542, -1.000)
S (-1.890, 3.933, 0.574)
O (-2.100, 2.794, -0.274)
O (-3.000, 4.673, 1.067)
N (-0.863, 3.667, 1.750)
S (0.140, 2.534, 1.995)
O (0.388, 1.641, 0.829)
O (0.004, 1.881, 3.254)
C (1.767, 3.395, 2.068)
F (2.723, 2.487, 2.223)
F (1.992, 4.073, 0.944)
F (1.780, 4.231, 3.094)
I (-2.252, 3.463, -4.872)
C (-0.680, 2.790, -3.699)
C (0.616, 3.229, -3.904)
C (1.613, 2.765, -3.065)
C (1.290, 1.880, -2.057)
N (0.035, 1.439, -1.875)
C (-0.939, 1.893, -2.677)
H (0.840, 3.933, -4.695)
H (2.638, 3.091, -3.176)
H (2.033, 1.509, -1.367)
H (-1.937, 1.533, -2.478)
Te (1.033, -1.260, 3.103)
C (3.037, -0.705, 3.438)
C (3.849, -0.330, 2.372)
C (5.167, 0.043, 2.602)
C (5.670, 0.070, 3.894)
C (4.854, -0.283, 4.961)
C (3.542, -0.676, 4.734)
C (1.417, -3.207, 2.378)
C (2.506, -3.511, 1.569)
C (2.647, -4.786, 1.037)
C (1.698, -5.765, 1.295)
C (0.613, -5.468, 2.108)
C (0.479, -4.198, 2.654)
H (3.458, -0.314, 1.362)
H (5.795, 0.323, 1.765)
H (6.695, 0.370, 4.071)
H (5.239, -0.259, 5.972)
H (2.914, -0.963, 5.566)
H (3.254, -2.762, 1.346)
H (3.506, -5.007, 0.415)
H (1.810, -6.757, 0.877)
H (-0.123, -6.230, 2.334)
H (-0.355, -3.985, 3.314)
O (-1.239, -1.616, 0.939)
C (-2.040, -0.824, 1.531)
O (-1.927, 0.407, 1.250)
C (-3.026, -1.309, 2.509)
C (-3.073, -2.665, 2.818)
C (-3.983, -3.129, 3.752)
C (-4.846, -2.242, 4.377)
C (-4.778, -0.900, 4.047)
C (-3.883, -0.404, 3.122)
N (-5.704, 0.040, 4.714)
O (-6.480, -0.424, 5.525)
O (-5.626, 1.210, 4.411)
H (-2.392, -3.341, 2.318)
H (-4.024, -4.182, 3.997)
H (-5.568, -2.570, 5.111)
H (-3.850, 0.650, 2.888)


The following is a DFT calculation (ωB97M-V/def2-TZVPD) of one molecule with the formula C5H7NO.

Results
Energy relative to the best compared isomer or geometry (same formula, charge and spin) in eV: 0.6741
HOMO level in eV: -7.75
F_max in eV/A: 0.3
Charge: 0
Structure (SMILES): Cn1cccc1O
Frontier orbital gap in eV: 8.55

Cartesian coordinates (Å):
C (-1.813, 0.109, 0.593)
N (-0.474, -0.135, 0.099)
C (0.053, -1.367, -0.237)
C (1.377, -1.204, -0.543)
C (1.690, 0.177, -0.379)
C (0.525, 0.791, 0.002)
O (0.233, 2.098, 0.248)
H (-2.368, 0.788, -0.061)
H (-1.784, 0.538, 1.600)
H (-2.338, -0.847, 0.639)
H (-0.578, -2.245, -0.239)
H (2.061, -1.985, -0.846)
H (2.646, 0.665, -0.511)
H (0.770, 2.617, -0.364)


The following is a DFT calculation (ωB97M-V/def2-TZVPD) of one molecule with the formula C4H4O3.

Results
Energy relative to the best compared isomer or geometry (same formula, charge and spin) in eV: 2.3431
HOMO level in eV: -10.16
F_max in eV/A: 0.7
Charge: 0
Structure (SMILES): O=CC1(C=O)CO1
Frontier orbital gap in eV: 10.62

Cartesian coordinates (Å):
O (0.624, 0.463, -2.305)
C (0.950, 0.173, -1.183)
C (-0.023, 0.114, -0.032)
C (-1.462, -0.186, -0.353)
O (-1.783, -1.093, -1.077)
C (0.480, -0.138, 1.327)
O (0.230, 1.179, 0.883)
H (2.008, 0.011, -0.901)
H (-2.202, 0.467, 0.147)
H (-0.214, -0.508, 2.084)
H (1.530, -0.414, 1.451)


The following is a DFT calculation (ωB97M-V/def2-TZVPD) of C28H26F6IN4O9S3TeW as an isolated structure in a non-equilibrium geometry.

Results
Energy relative to the best compared isomer or geometry (same formula, charge and spin) in eV: 4.8918
Spin multiplicity: 2
HOMO level (alpha / beta) in eV: -8.96 / -8.98
F_max in eV/A: 3.2
Charge: 0
Frontier orbital gap (alpha / beta) in eV: 7.59 / 6.33

Cartesian coordinates (Å):
W (0.035, 0.226, -0.427)
O (-0.188, 0.503, 2.531)
S (-1.377, 0.822, 1.736)
O (-2.552, 1.219, 2.412)
O (-0.867, 1.809, 0.637)
O (-1.543, -0.393, 0.757)
F (0.133, -1.118, -6.330)
C (0.295, -0.954, -5.024)
F (-0.887, -1.068, -4.425)
F (1.086, -1.951, -4.571)
S (1.197, 0.687, -4.689)
O (0.507, -0.048, -2.197)
O (1.456, 1.216, -6.030)
N (-0.116, 1.551, -4.099)
S (-0.460, 1.539, -2.597)
O (0.510, 2.124, -1.523)
O (-1.577, 0.850, -1.744)
C (-1.477, 3.088, -2.787)
F (-0.695, 4.106, -3.163)
F (-2.053, 3.433, -1.633)
F (-2.442, 2.923, -3.690)
I (-4.138, -4.054, -3.213)
C (-2.419, -3.231, -2.450)
C (-1.128, -3.650, -2.671)
N (-0.335, -2.823, -1.966)
N (-1.036, -1.898, -1.317)
C (-2.306, -2.116, -1.597)
H (-0.732, -4.455, -3.266)
H (0.671, -2.787, -1.932)
H (-3.076, -1.487, -1.184)
C (1.615, 6.644, 4.736)
C (1.678, 5.429, 3.852)
C (1.455, 5.529, 2.488)
C (1.528, 4.430, 1.635)
C (1.270, 4.632, 0.173)
C (1.812, 3.202, 2.242)
Te (2.076, 1.551, 0.975)
N (1.075, -1.080, 0.290)
C (1.504, -1.434, 1.551)
O (2.343, -0.751, 2.150)
C (0.952, -2.654, 2.180)
C (1.426, -3.040, 3.432)
C (0.927, -4.179, 4.036)
C (-0.044, -4.938, 3.391)
C (-0.529, -4.546, 2.152)
C (-0.039, -3.398, 1.548)
C (3.916, 1.016, 0.175)
C (3.873, 0.934, -1.212)
C (5.010, 0.496, -1.879)
C (6.150, 0.189, -1.155)
C (6.172, 0.340, 0.226)
C (5.056, 0.777, 0.934)
C (5.127, 0.983, 2.414)
C (2.067, 3.037, 3.609)
C (2.388, 1.742, 4.298)
C (1.978, 4.185, 4.389)
H (1.105, 7.467, 4.239)
H (2.621, 6.980, 4.995)
H (1.092, 6.423, 5.666)
H (1.216, 6.494, 2.055)
H (1.340, 5.689, -0.076)
H (0.274, 4.276, -0.092)
H (1.980, 4.089, -0.454)
H (2.186, -2.441, 3.914)
H (1.288, -4.477, 5.011)
H (-0.426, -5.835, 3.860)
H (-1.294, -5.130, 1.658)
H (-0.436, -3.057, 0.604)
H (2.989, 1.211, -1.773)
H (4.992, 0.413, -2.958)
H (7.041, -0.148, -1.668)
H (7.082, 0.126, 0.774)
H (6.161, 1.045, 2.746)
H (4.628, 0.164, 2.937)
H (4.619, 1.907, 2.694)
H (1.939, 0.883, 3.798)
H (2.018, 1.772, 5.320)
H (3.465, 1.582, 4.342)
H (2.142, 4.092, 5.457)


Which of these has the lowest F_max? C5H7NO


What did the fifth record say?
The following is a DFT calculation (ωB97M-V/def2-TZVPD) of C33H21F6IN4O13S2TeW as an isolated structure.

Results
Energy relative to the best compared isomer or geometry (same formula, charge and spin) in eV: 0.0000
Spin multiplicity: 3
HOMO level (alpha / beta) in eV: -7.73 / -7.81
F_max in eV/A: 0.6
Charge: 0
Frontier orbital gap (alpha / beta) in eV: 6.92 / 6.42

Cartesian coordinates (Å):
W (-0.439, 0.017, -0.257)
O (0.226, -5.042, -3.801)
C (0.046, -3.917, -3.093)
C (-1.200, -3.304, -2.951)
C (-1.272, -2.159, -2.195)
N (-0.197, -1.638, -1.616)
C (0.999, -2.211, -1.751)
C (1.173, -3.356, -2.485)
C (2.068, -1.445, -1.020)
O (3.239, -1.715, -1.091)
O (1.550, -0.430, -0.367)
C (-2.509, -1.345, -1.922)
O (-3.591, -1.656, -2.343)
O (-2.221, -0.282, -1.206)
H (-0.610, -5.349, -4.171)
H (-2.102, -3.695, -3.405)
H (2.152, -3.804, -2.579)
F (-0.575, 6.189, 0.221)
C (-0.965, 5.129, -0.476)
F (-1.746, 5.529, -1.479)
F (0.120, 4.542, -1.000)
S (-1.890, 3.933, 0.574)
O (-2.100, 2.794, -0.274)
O (-3.000, 4.673, 1.067)
N (-0.863, 3.667, 1.750)
S (0.140, 2.534, 1.995)
O (0.388, 1.641, 0.829)
O (0.004, 1.881, 3.254)
C (1.767, 3.395, 2.068)
F (2.723, 2.487, 2.223)
F (1.992, 4.073, 0.944)
F (1.780, 4.231, 3.094)
I (-2.252, 3.463, -4.872)
C (-0.680, 2.790, -3.699)
C (0.616, 3.229, -3.904)
C (1.613, 2.765, -3.065)
C (1.290, 1.880, -2.057)
N (0.035, 1.439, -1.875)
C (-0.939, 1.893, -2.677)
H (0.840, 3.933, -4.695)
H (2.638, 3.091, -3.176)
H (2.033, 1.509, -1.367)
H (-1.937, 1.533, -2.478)
Te (1.033, -1.260, 3.103)
C (3.037, -0.705, 3.438)
C (3.849, -0.330, 2.372)
C (5.167, 0.043, 2.602)
C (5.670, 0.070, 3.894)
C (4.854, -0.283, 4.961)
C (3.542, -0.676, 4.734)
C (1.417, -3.207, 2.378)
C (2.506, -3.511, 1.569)
C (2.647, -4.786, 1.037)
C (1.698, -5.765, 1.295)
C (0.613, -5.468, 2.108)
C (0.479, -4.198, 2.654)
H (3.458, -0.314, 1.362)
H (5.795, 0.323, 1.765)
H (6.695, 0.370, 4.071)
H (5.239, -0.259, 5.972)
H (2.914, -0.963, 5.566)
H (3.254, -2.762, 1.346)
H (3.506, -5.007, 0.415)
H (1.810, -6.757, 0.877)
H (-0.123, -6.230, 2.334)
H (-0.355, -3.985, 3.314)
O (-1.239, -1.616, 0.939)
C (-2.040, -0.824, 1.531)
O (-1.927, 0.407, 1.250)
C (-3.026, -1.309, 2.509)
C (-3.073, -2.665, 2.818)
C (-3.983, -3.129, 3.752)
C (-4.846, -2.242, 4.377)
C (-4.778, -0.900, 4.047)
C (-3.883, -0.404, 3.122)
N (-5.704, 0.040, 4.714)
O (-6.480, -0.424, 5.525)
O (-5.626, 1.210, 4.411)
H (-2.392, -3.341, 2.318)
H (-4.024, -4.182, 3.997)
H (-5.568, -2.570, 5.111)
H (-3.850, 0.650, 2.888)


Among the records above, which one has the lowest F_max? C5H7NO